No. 1
Computed, not measured: a cluster of 2 separate species, C5H10N5O3 in total, with ωB97M-V/def2-TZVPD.

```
23
Properties=species:S:1:pos:R:3:forces:R:3
C -2.482 1.006 0.121 0.8 1.3 -0.9
C 0.649 1.387 0.687 -2.4 -2.2 0.0
C 0.900 0.395 -0.455 -1.0 0.1 0.0
C 2.466 -1.483 -0.708 -3.1 1.8 -0.9
C 0.443 -1.681 0.664 1.6 -1.9 2.6
N 1.656 2.343 0.538 0.9 1.6 0.5
N -4.677 0.805 -0.498 -1.0 -0.5 0.9
N -3.643 0.175 -0.283 0.0 -0.1 -0.5
N 2.270 2.280 -0.503 -0.6 -0.7 0.3
N 1.499 -0.818 0.165 -0.2 0.8 -0.7
O -2.081 0.496 1.163 0.5 -0.4 1.4
O 1.768 1.150 -1.273 0.5 -0.6 -0.5
O -2.015 1.988 -0.500 -1.3 -1.1 -0.1
H -0.407 1.712 0.754 0.8 0.9 -0.6
H 0.636 0.778 1.580 0.9 0.3 0.7
H -0.013 0.115 -1.068 0.9 0.5 0.6
H 2.989 -2.065 -0.067 2.1 -2.2 1.5
H 1.895 -2.096 -1.455 0.9 0.4 0.0
H 3.045 -0.645 -1.082 0.4 -0.5 -0.6
H 0.800 -2.215 1.706 -0.6 1.1 -2.4
H -0.464 -1.186 0.954 -0.4 0.6 -0.1
H 0.203 -2.510 -0.021 0.0 0.2 -0.1
H -5.436 0.070 -0.418 0.4 0.7 -0.9
```
Positions in Å, forces in eV/Å.

The LUMO energy comes out at 3.62 eV. As for the charge: -1. The value obtained for the HOMO energy is -4.789 eV.

Löwdin atomic charge list, values in e, 2 entries: number 1, C, carries -0.790; number 2, C, carries -0.171


No. 2
Computed, not measured: the ion C5H10N6 with charge +2, with ωB97M-V/def2-TZVPD.

```
21
Properties=species:S:1:pos:R:3:forces:R:3
C 0.170 2.770 -0.245 1.6 1.4 0.1
C 1.286 0.804 0.066 -4.6 -3.4 -0.1
C -0.774 0.797 -0.105 5.4 -0.4 0.0
C -2.945 -0.038 0.287 -0.1 0.5 -1.4
C 2.114 -0.369 0.000 0.5 1.6 0.8
N -0.950 2.074 -0.178 -1.3 -1.9 -0.2
N 1.332 2.091 -0.089 -1.5 1.5 -0.5
N -3.949 -0.759 -0.068 1.8 -3.9 0.0
N 3.395 -0.430 0.413 -3.6 0.3 -2.2
N 1.563 -1.497 -0.405 0.2 2.4 0.1
N -1.677 -0.301 -0.013 -0.2 1.9 1.1
H 0.287 3.849 -0.509 -0.6 -1.1 0.5
H -3.193 0.933 0.622 0.1 1.1 0.5
H 2.131 2.634 -0.286 1.5 0.5 -0.2
H -4.837 -0.455 0.125 -2.7 1.1 0.7
H -3.912 -1.806 -0.237 0.2 1.8 -0.2
H 3.780 0.196 0.999 1.3 3.0 2.3
H 3.828 -1.277 0.433 1.5 -2.9 -0.2
H 0.730 -1.490 -0.887 -1.7 0.0 -1.2
H 1.960 -2.312 -0.138 1.4 -3.2 0.6
H -1.488 -1.264 -0.212 0.9 -0.1 -0.4
```
Positions in Å, forces in eV/Å.

The LUMO energy comes out at -8.25 eV. As for the charge: +2. The value obtained for the HOMO energy is -15.622 eV.

Löwdin atomic charge list, values in e, 2 entries: number 1, C, carries -0.090; number 2, C, carries 0.041


No. 3
Computed, not measured: a cluster of 2 separate species, C5H10NO in total, with ωB97M-V/def2-TZVPD.

```
17
Properties=species:S:1:pos:R:3:forces:R:3
C 0.223 -1.749 -0.166 -2.1 -1.8 3.2
C 1.820 0.937 0.664 -2.0 3.2 -3.6
C 2.184 0.552 -0.735 0.9 0.7 -0.4
C 0.699 0.539 -0.365 3.2 2.8 -0.6
C -2.800 -0.333 0.054 -0.6 -0.1 -0.9
N -0.059 -0.538 -0.227 -3.0 -1.3 -0.5
O -3.280 0.837 0.121 0.0 -1.1 -2.7
H -0.711 -2.286 0.194 1.2 -0.5 -1.1
H 1.139 -2.240 0.164 0.5 0.3 -1.0
H 2.165 0.437 1.452 0.6 -2.8 2.9
H 1.714 1.996 0.933 0.5 -0.3 -0.5
H 2.492 1.400 -1.370 -0.4 -0.6 0.2
H 2.811 -0.335 -0.959 -0.9 0.4 0.5
H 0.169 1.337 -0.899 0.2 0.1 0.8
H -2.508 -0.733 0.955 1.3 -1.1 1.9
H -2.988 -1.039 -0.766 0.1 1.0 -0.2
H -3.071 1.219 0.949 0.2 1.2 1.9
```
Positions in Å, forces in eV/Å.

The LUMO energy (alpha / beta) comes out at -6.02 / -6.02 eV. As for the charge: +1. The value obtained for the HOMO energy (alpha / beta) is -13.292 / -13.292 eV.

Löwdin atomic charge list, values in e, 2 entries: number 1, C, carries 0.010; number 2, C, carries -0.048


No. 4
Computed, not measured: a cluster of 2 separate species, C5H10NO in total, with ωB97M-V/def2-TZVPD.

```
17
Properties=species:S:1:pos:R:3:forces:R:3
C -2.079 -1.425 0.850 0.6 1.2 -1.7
C 1.685 0.407 0.170 0.9 1.0 1.7
C 0.722 -0.485 -0.101 -1.6 -1.1 -1.5
C 3.077 -0.075 0.168 -0.1 -0.5 -2.3
C -2.410 1.217 -0.117 -3.8 0.0 0.8
N -0.615 -0.184 -0.276 -2.3 -2.2 1.6
O -1.045 1.059 -0.188 2.6 0.5 -0.4
H -2.898 -1.485 0.107 0.6 0.0 0.5
H -1.722 -2.327 1.346 0.5 0.1 -0.2
H 1.559 1.416 0.661 -0.5 -1.1 -1.2
H 0.959 -1.580 -0.424 -0.6 2.2 0.8
H 3.056 -1.190 0.026 0.5 1.0 0.9
H 3.520 0.244 -0.841 -0.2 0.1 1.4
H 3.585 0.381 1.011 0.6 -0.5 -0.1
H -2.679 0.671 0.888 -0.2 1.1 -1.9
H -3.026 0.902 -1.009 1.1 -1.0 0.8
H -2.812 2.279 -0.153 1.7 -0.8 0.8
```
Positions in Å, forces in eV/Å.

The LUMO energy (alpha / beta) comes out at -6.22 / -6.52 eV. As for the charge: +1. The value obtained for the HOMO energy (alpha / beta) is -13.319 / -14.533 eV.

Löwdin atomic charge list, values in e, 2 entries: number 1, C, carries 0.352; number 2, C, carries -0.077


No. 5
Computed, not measured: the ion C5H10NO with charge +1, with ωB97M-V/def2-TZVPD.

```
17
Properties=species:S:1:pos:R:3:forces:R:3
C -0.630 0.511 0.906 1.5 2.1 -2.2
C 0.422 -1.479 -0.305 0.9 -1.6 -3.2
C 0.559 0.426 1.834 -0.1 -0.8 0.5
C 1.232 -0.185 -0.580 1.5 0.1 4.7
C -0.197 -0.139 -0.434 -1.3 2.9 0.7
N -1.024 0.432 -1.659 1.3 0.9 -1.1
O 1.767 0.522 1.137 -1.4 -1.8 -3.9
H -1.410 -0.074 1.185 -2.7 -1.3 1.5
H -0.959 1.574 0.737 0.3 -1.0 0.1
H 0.319 -2.281 -1.178 0.4 2.0 1.7
H 0.500 -1.998 0.656 -0.3 0.6 -0.2
H 0.540 1.263 2.488 -0.1 0.9 0.7
H 0.427 -0.457 2.512 0.6 0.2 -0.7
H 2.058 0.193 -1.170 -0.4 -0.5 -0.4
H -0.976 1.514 -1.897 0.6 -2.5 1.1
H -2.008 0.245 -1.775 -0.8 -0.5 0.9
H -0.620 -0.069 -2.458 0.0 0.4 -0.2
```
Positions in Å, forces in eV/Å.

The LUMO energy comes out at -4.32 eV. As for the charge: +1. The value obtained for the HOMO energy is -13.489 eV.

Löwdin atomic charge list, values in e, 2 entries: number 1, C, carries -0.081; number 2, C, carries 0.017


No. 6
Computed, not measured: a cluster of 2 separate species, C5H10NO in total, with ωB97M-V/def2-TZVPD.

```
17
Properties=species:S:1:pos:R:3:forces:R:3
C -1.447 -2.757 -0.867 -0.1 -0.3 0.0
C 1.321 -0.176 0.144 1.3 -1.2 -1.9
C 0.081 0.559 0.219 0.4 -0.1 -1.8
C -0.514 0.601 -1.164 -1.2 2.5 0.3
C 0.136 1.706 1.136 -2.3 1.2 -0.3
N 0.161 -0.873 0.695 -0.8 0.1 1.0
O -1.822 -3.651 -1.421 -0.1 -0.1 -0.2
H 2.127 0.145 0.782 0.1 -0.6 0.4
H 1.590 -0.564 -0.852 0.3 0.2 0.7
H -1.575 0.970 -1.161 1.0 -0.7 -0.3
H -0.335 -0.327 -1.590 -0.7 -2.1 -0.9
H 0.107 1.201 -1.868 -0.5 0.4 0.9
H 0.098 2.629 0.451 0.1 -1.2 1.5
H 1.029 1.583 1.656 1.7 0.7 0.9
H -0.631 1.697 1.930 -0.1 0.4 -0.8
H -0.448 -1.573 0.276 0.4 0.1 -1.6
H 0.120 -1.169 1.635 0.5 0.6 1.8
```
Positions in Å, forces in eV/Å.

The LUMO energy comes out at -3.13 eV. As for the charge: +1. The value obtained for the HOMO energy is -16.032 eV.

Löwdin atomic charge list, values in e, 2 entries: number 1, C, carries 0.075; number 2, C, carries -0.021


No. 7
Computed, not measured: the ion C5H10NO with charge +1, with ωB97M-V/def2-TZVPD.

```
17
Properties=species:S:1:pos:R:3:forces:R:3
O -2.781 0.770 0.950 -0.3 -0.2 0.1
C -2.054 -0.056 0.487 0.4 0.8 -0.9
C -0.585 0.334 0.181 -0.7 -0.4 -0.7
C 0.137 -0.676 -0.693 0.5 -1.4 0.6
C 1.607 -0.830 -0.340 0.2 0.4 0.3
C 1.972 -1.198 0.889 0.2 -0.4 -0.8
N -0.558 1.716 -0.451 0.2 0.8 0.3
H -2.349 -1.057 0.138 -0.2 -0.2 0.4
H -0.143 0.450 1.166 0.4 -0.1 -0.1
H -0.326 -1.634 -0.420 -0.1 0.0 -0.2
H -0.025 -0.557 -1.764 -0.2 0.2 0.0
H 2.382 -0.632 -1.076 -0.2 0.7 0.1
H 1.309 -1.826 1.468 -0.3 0.6 0.7
H 2.979 -1.039 1.248 0.1 -0.5 -0.1
H -0.232 2.354 0.282 -0.2 0.3 -0.4
H 0.102 1.789 -1.226 0.3 -0.3 0.1
H -1.434 2.093 -0.841 -0.2 -0.4 0.6
```
Positions in Å, forces in eV/Å.

The LUMO energy comes out at -4.07 eV. As for the charge: +1. The value obtained for the HOMO energy is -13.578 eV. Its structure (SMILES) is C=CC[C@@H]([NH3+])C=O.

Löwdin atomic charge list, values in e, 2 entries: number 1, O, carries 0.119; number 2, C, carries -0.172


In hartree, the DFT total energy values for the records above are, in order, -695.9376; -524.3613; -326.0734; -325.9271; -326.0945; -326.1928; -326.1940.
In eV/Å, the strongest force on any atom values for the records above are, in order, 3.692; 5.709; 5.182; 3.897; 4.929; 2.809; 1.575.
In eV, the energy above the lowest of the compared OMol25 structures with the same formula, charge and spin values for the records above are, in order, 0.467; 3.113; 5.670; 9.653; 5.097; 2.423; 2.390.